[1]
Here is one molecule with the formula C20H22FN3O3 in a non-equilibrium geometry from the OMol25 dataset. Energies are from ωB97M-V/def2-TZVPD.

Geometry as XYZ:
```
49
Properties=species:S:1:pos:R:3:forces:R:3
O -2.41492 0.03600 1.59539 -0.28 -0.30 0.08
C -1.69206 0.93127 1.21664 0.41 0.60 -0.20
N -0.32878 0.89463 1.26638 0.12 0.36 0.02
C 0.51634 -0.16626 1.60201 0.13 -0.45 0.23
C 0.04100 -1.43811 1.89596 -0.27 0.12 -0.01
C 0.91033 -2.48895 2.17162 0.55 -0.05 0.02
C 2.25665 -2.22462 2.14566 0.02 0.57 -0.15
C 2.73658 -0.94459 1.86863 -0.42 -0.51 0.15
C 1.89350 0.10024 1.59789 0.16 -0.17 0.16
H 2.27826 1.08247 1.37859 0.05 0.16 -0.05
O 4.10541 -0.95124 1.90688 -0.31 0.42 -0.13
C 4.47528 -2.27933 2.21282 1.15 -0.47 0.14
O 3.31757 -3.06957 2.36241 -0.40 -0.13 0.03
H 5.05623 -2.29315 3.14921 -0.20 0.05 -0.18
H 5.09626 -2.68480 1.39725 -0.20 0.11 0.14
H 0.53969 -3.47519 2.39292 -0.07 -0.14 0.04
H -1.02124 -1.61044 1.91149 -0.02 0.01 -0.01
H 0.15683 1.72569 0.95817 -0.23 -0.10 -0.05
C -2.20800 2.24728 0.66358 -0.52 -0.10 -0.03
C -3.65118 2.14561 0.13170 0.15 0.20 0.20
N -3.85248 1.60353 -1.18819 0.11 -0.06 -0.06
C -3.92908 0.17614 -1.35485 -0.05 -0.08 -0.09
C -2.55895 -0.53555 -1.48520 -0.05 -0.14 0.10
N -1.54912 0.44584 -1.81714 -0.24 0.26 0.21
C -0.21704 0.09403 -1.73625 0.45 -0.06 -0.05
C 0.79955 1.06017 -1.74994 0.11 -0.01 -0.02
C 2.13753 0.75108 -1.65449 -0.14 0.07 -0.09
C 2.52511 -0.56950 -1.50350 -0.06 -0.10 -0.07
C 1.55029 -1.54774 -1.43430 0.25 -0.04 -0.03
C 0.21163 -1.22631 -1.54938 -0.15 0.20 -0.13
H -0.51762 -2.01763 -1.50487 -0.13 -0.06 0.01
H 1.83084 -2.58103 -1.29731 0.02 -0.10 0.03
H 3.57060 -0.81971 -1.42430 0.12 -0.03 0.03
H 2.86077 1.55150 -1.68182 0.05 0.12 0.00
F 0.47149 2.38671 -1.81185 -0.10 -0.19 0.03
C -2.01465 1.35678 -2.84458 -0.07 0.12 -0.19
H -2.39385 0.76897 -3.69571 0.04 0.04 0.01
C -3.14796 2.24121 -2.28149 -0.19 -0.05 -0.16
H -2.75100 3.19772 -1.94063 0.01 0.01 -0.01
H -3.86546 2.44669 -3.08802 0.15 0.09 -0.03
H -1.20076 1.97687 -3.21213 -0.04 -0.08 0.00
H -2.63009 -1.32090 -2.25578 0.02 -0.01 0.02
H -2.29083 -1.00089 -0.53668 -0.02 -0.04 -0.09
H -4.47453 -0.24588 -0.51112 -0.02 -0.05 -0.07
H -4.51584 -0.00203 -2.26384 0.00 -0.12 0.06
H -4.22787 1.53448 0.82903 -0.01 0.12 0.01
H -4.08012 3.15452 0.12552 0.05 -0.06 0.14
H -2.19677 2.96921 1.48487 0.03 0.04 0.03
H -1.53962 2.61097 -0.11633 0.06 0.06 0.04
```
Positions in Å, forces in eV/Å.

The calculation puts the LUMO energy at 0.8004 eV. For the HOMO-LUMO gap, the calculation gives 8.4420 eV. As for the SMILES: O=C(CCN1CCN(c2ccccc2F)CC1)Nc1ccc2c(c1)OCO2. The calculation puts the maximum force at 1.253 eV/A.

[2]
Here is a 2-piece molecular cluster, C4H13N3S overall in a non-equilibrium geometry from the OMol25 dataset. Energies are from ωB97M-V/def2-TZVPD.

Geometry as XYZ:
```
21
Properties=species:S:1:pos:R:3:forces:R:3
C -1.06333 1.06744 2.18273 0.32 -0.28 -0.98
C -1.53840 -0.01205 1.21678 0.10 -0.85 0.31
S -3.14144 -0.62118 1.83476 -0.19 0.07 -0.12
N 0.18221 1.64031 1.61730 -0.69 0.51 0.35
H -1.87934 1.78973 2.25647 0.10 0.18 0.42
H -0.84875 0.60049 3.14336 -0.10 0.20 0.08
H -1.59931 0.32149 0.18209 -0.14 0.27 0.09
H -0.84587 -0.85669 1.23982 0.07 0.17 -0.04
H -3.42274 -1.48207 0.84427 0.11 0.07 0.04
H -0.13044 2.29521 0.90414 0.24 -0.11 -0.20
H 0.61824 2.24280 2.30556 0.09 -0.06 0.19
C 1.29426 -0.74920 -1.13333 -0.55 -0.26 0.73
C 1.49197 -0.61513 -2.44056 -0.01 -0.22 0.03
N 0.66240 -1.35456 -3.35801 0.30 0.10 -0.17
N 2.01828 -0.15355 -0.08073 0.74 0.66 -0.88
H 0.43079 -1.32124 -0.79780 0.09 -0.35 -0.36
H 2.29413 -0.03162 -2.88438 0.08 0.11 0.34
H 1.10574 -2.25249 -3.51903 -0.16 -0.15 0.05
H 0.68908 -0.90414 -4.26559 -0.19 0.07 0.04
H 1.82840 -0.44227 0.86211 -0.48 -0.34 -0.14
H 1.85411 0.83874 -0.10997 0.28 0.22 0.23
```
Positions in Å, forces in eV/Å.

The calculation puts the LUMO energy at 0.8971 eV. For the HOMO-LUMO gap, the calculation gives 8.8199 eV. As for the SMILES: N/C=C/N.NCCS. The calculation puts the maximum force at 1.324 eV/A.

[3]
Here is C21H12Cl5IrN4OS2 as an isolated structure from the OMol25 dataset. Energies are from ωB97M-V/def2-TZVPD.

Geometry as XYZ:
```
46
Properties=species:S:1:pos:R:3:forces:R:3
Ir -0.46713 -1.45059 0.24077 0.42 -0.57 0.15
N -5.01183 -1.34309 0.94916 0.01 0.00 -0.02
C -3.62994 -1.35023 0.94197 0.03 0.19 0.01
S -2.91641 -1.20455 -0.68451 -0.17 0.00 -0.23
N -3.01258 -1.39830 2.05696 -0.01 -0.05 -0.01
N -1.62021 -1.33285 2.00426 -0.09 -0.33 -0.02
C -1.09357 -1.47494 3.16921 0.02 0.12 0.04
C 0.31370 -1.47127 3.48890 0.02 -0.06 -0.04
C 0.66754 -1.86005 4.79025 0.01 0.01 0.00
C 1.97701 -1.90054 5.21155 0.00 0.00 0.00
C 2.97781 -1.52636 4.30524 0.01 -0.01 0.00
C 2.66701 -1.12323 3.02965 0.00 0.02 0.00
C 1.32803 -1.08028 2.56694 -0.22 0.18 0.15
O 1.08827 -0.64987 1.37117 0.18 -0.24 -0.30
H -5.42724 -1.73851 0.12155 0.00 -0.01 0.01
H -5.41286 -1.66435 1.81801 0.00 0.04 0.02
H -1.78813 -1.62572 3.99377 0.00 0.04 0.01
H -0.12832 -2.14014 5.47360 0.00 0.00 0.00
H 2.22766 -2.21458 6.21614 0.00 0.00 0.00
H 4.01745 -1.55889 4.61248 0.00 0.01 0.00
H 3.43720 -0.83713 2.32458 0.00 0.00 0.00
Cl 1.87786 -3.72641 0.31321 -0.02 0.02 0.01
C 1.89540 -2.71136 -1.10130 0.16 0.14 0.04
C 0.87381 -1.76520 -1.27636 0.06 0.23 0.16
C 0.96628 -1.04305 -2.46959 -0.23 -0.14 -0.17
Cl -0.36371 -0.00848 -2.92513 0.05 0.01 -0.01
C 2.01778 -1.16112 -3.37420 0.00 -0.03 -0.01
Cl 2.07797 -0.19933 -4.81265 0.00 0.01 0.01
C 3.03605 -2.07388 -3.12413 -0.02 0.00 0.02
Cl 4.36247 -2.23198 -4.22225 0.00 0.00 0.00
C 2.96089 -2.86904 -1.98527 -0.01 0.00 -0.03
Cl 4.20700 -4.03275 -1.68891 -0.01 0.00 0.00
N -0.50203 1.50822 -0.05793 0.02 0.38 0.27
C -0.59943 2.41886 -0.75115 -0.12 -0.02 -0.04
C -0.79280 3.51123 -1.66445 0.06 -0.02 -0.06
C 0.01672 4.64189 -1.59759 -0.01 0.00 0.00
C -0.17922 5.67810 -2.49591 0.00 0.00 0.01
C -1.17548 5.58711 -3.45814 0.00 0.00 0.00
C -1.97889 4.45700 -3.52541 -0.01 -0.01 0.00
C -1.79101 3.41588 -2.63169 0.00 0.00 0.00
H 0.79347 4.69542 -0.84694 0.00 0.00 0.00
H 0.45064 6.55676 -2.44741 0.00 0.00 0.00
H -1.32312 6.39741 -4.16067 0.00 0.00 0.00
H -2.75124 4.38323 -4.27970 0.00 0.00 0.00
H -2.40187 2.52403 -2.67418 0.00 0.00 -0.01
S -1.87096 -3.00707 -0.74394 -0.13 0.08 0.04
```
Positions in Å, forces in eV/Å.

The expectation value of S² is 0.76. Its total charge is -1. The calculation puts the LUMO energy (alpha / beta) at 2.4350 / 2.4326 eV. For the HOMO-LUMO gap (alpha / beta), the calculation gives 6.0635 / 6.3653 eV. Its spin multiplicity is 2. The calculation puts the maximum force at 0.724 eV/A.

[4]
Here is one molecule with the formula C18H20F3N3O2 from the OMol25 dataset. Energies are from ωB97M-V/def2-TZVPD.

Geometry as XYZ:
```
46
Properties=species:S:1:pos:R:3:forces:R:3
C -3.36131 -2.20622 0.55311 -0.07 0.02 0.07
N -4.57407 -2.32439 -0.23071 -0.02 0.01 -0.10
C -4.69150 -3.64308 -0.81654 -0.02 0.06 0.03
H -3.88213 -3.86865 -1.52979 0.03 -0.02 -0.02
H -5.64466 -3.72223 -1.33823 -0.02 -0.06 -0.05
H -4.67024 -4.38730 -0.02222 0.00 -0.08 -0.02
C -4.68691 -1.29688 -1.24990 -0.16 0.14 0.19
H -5.60689 -1.49910 -1.80469 0.08 0.02 -0.04
C -4.77566 0.11942 -0.67307 -0.23 -0.11 -0.02
N -3.47775 0.72376 -0.50104 0.08 -0.09 -0.31
C -3.06537 1.27366 0.65033 0.09 0.05 -0.26
O -3.75335 1.35063 1.65536 -0.11 0.00 0.28
C -1.66039 1.80784 0.64516 0.01 0.11 0.40
C -1.22067 2.39777 1.79845 -0.13 -0.19 -0.38
C 0.07911 2.91839 1.90312 0.29 0.06 -0.14
C 0.89763 2.81514 0.82355 -0.13 0.18 0.54
N 0.48573 2.23719 -0.32511 -0.14 0.03 0.01
C -0.79096 1.69865 -0.50022 0.01 0.09 0.05
O -1.06925 1.18644 -1.58330 -0.09 -0.18 -0.24
C 1.42335 2.12838 -1.42916 0.11 -0.10 -0.57
C 2.57480 1.21804 -1.09830 0.08 -0.03 0.10
C 3.87525 1.55381 -1.45293 -0.12 -0.03 0.01
C 4.92966 0.70890 -1.15258 0.06 -0.04 0.01
C 4.70272 -0.48087 -0.48371 -0.14 -0.05 0.02
C 3.40347 -0.81851 -0.13135 -0.02 -0.06 -0.03
C 2.34198 0.02075 -0.43450 0.20 -0.04 -0.04
H 1.33721 -0.26467 -0.16007 -0.12 -0.03 0.04
C 3.12496 -2.08660 0.62562 -0.07 -0.22 0.28
F 2.00032 -2.69472 0.21915 -0.16 0.09 -0.18
F 2.96738 -1.85270 1.94484 0.01 0.17 0.06
F 4.10897 -2.98997 0.52085 0.24 0.03 -0.14
H 5.51905 -1.14299 -0.24168 0.06 -0.05 0.02
H 5.93463 0.98027 -1.43566 0.10 0.04 -0.03
H 4.06402 2.48231 -1.97170 0.01 0.12 -0.05
H 1.78617 3.12336 -1.70158 -0.06 -0.08 0.03
H 0.85216 1.71541 -2.27022 0.17 0.22 0.19
H 1.91337 3.18359 0.82688 0.06 -0.01 -0.03
H 0.42141 3.38364 2.81115 0.10 0.05 0.05
H -1.90891 2.44883 2.62975 -0.09 -0.03 0.02
H -2.82224 0.69302 -1.27643 0.07 0.10 0.20
H -5.26756 0.09940 0.30158 -0.04 0.01 -0.15
H -5.36700 0.74270 -1.35432 -0.02 -0.07 0.11
H -3.84372 -1.33575 -1.96702 -0.05 -0.05 -0.03
H -3.31234 -3.03963 1.25196 0.04 -0.02 0.05
H -2.45130 -2.21756 -0.06847 0.05 0.00 -0.03
H -3.38643 -1.28550 1.12959 0.08 0.03 0.08
```
Positions in Å, forces in eV/Å.

The calculation puts the LUMO energy at -0.0391 eV. For the HOMO-LUMO gap, the calculation gives 8.3518 eV. As for the SMILES: CN(C)CCNC(=O)c1cccn(Cc2cccc(C(F)(F)F)c2)c1=O. The calculation puts the maximum force at 0.590 eV/A.

[5]
Here is a 2-piece molecular cluster, C4H7NO2S overall in a non-equilibrium geometry from the OMol25 dataset. Energies are from ωB97M-V/def2-TZVPD.

Geometry as XYZ:
```
15
Properties=species:S:1:pos:R:3:forces:R:3
C -1.15515 0.21750 2.92464 2.24 -2.42 -0.68
C -1.44154 0.68905 1.76583 -0.09 0.02 -1.98
C 0.93575 -0.75009 -1.88412 -0.93 2.74 -1.90
C 0.67978 -0.74849 -0.44322 -0.46 -3.04 1.17
N -1.32719 0.99748 0.53451 0.17 1.51 0.66
O -0.49290 1.87560 0.10623 -0.78 -1.22 -0.30
O -2.33217 0.54373 -0.34302 0.86 0.01 -1.21
S -0.26982 -1.93207 0.18524 0.30 0.52 -0.17
H -0.37667 -0.67483 2.98513 -1.79 1.90 0.02
H -1.59263 0.65972 3.75952 -0.54 0.33 1.57
H 0.99880 0.38003 -2.19571 -0.07 -1.92 0.25
H 1.88683 -1.20450 -2.26254 -0.94 0.07 0.60
H -0.03010 -1.17698 -2.33143 1.85 0.30 0.11
H 1.14703 -0.16961 0.31852 0.66 1.00 -0.19
H -1.90977 0.56297 -1.27075 -0.48 0.19 2.07
```
Positions in Å, forces in eV/Å.

The calculation puts the LUMO energy (alpha / beta) at -0.3123 / -0.3127 eV. For the HOMO-LUMO gap (alpha / beta), the calculation gives 8.3908 / 8.3902 eV. As for the SMILES: C=C=[N+]([O-])O.CC=S. The calculation puts the maximum force at 3.467 eV/A.

The records above give, respectively, E_tot values of -1265.1673; -722.6090; -4303.4509; -1312.3095; -759.7897 hartree.